15
Properties=species:S:1:pos:R:3 method="wB97M-V/def2-TZVPD" homo_lumo_gap_ev="7.6 / 7.6" e_tot_ev=-35706.8643 fmax_ev_per_a=3.67 homo_ev="-8.04 / -8.04" de_lowest_kcal_mol=99.38
C -1.222 1.548 0.123
C -0.740 0.134 -0.167
O 1.486 -1.509 -1.328
O -1.116 -2.558 -0.200
P 1.414 -1.422 1.332
P 1.157 -0.083 -0.364
S -1.850 -1.117 0.065
H -0.757 2.251 -0.511
H -0.758 1.955 1.063
H -2.304 1.508 0.079
H -0.515 0.165 -2.193
H 1.153 -1.375 -2.236
H -0.607 -2.597 -1.030
H 2.464 -0.679 1.924
H 2.483 -2.026 0.756

***

13
Properties=species:S:1:pos:R:3 method="wB97M-V/def2-TZVPD" homo_lumo_gap_ev=10.8 e_tot_ev=-8344.9252 fmax_ev_per_a=5.47 homo_ev=-10.06 de_lowest_kcal_mol=24.82 smiles="CC=O.O.O"
C -1.191 0.660 -0.117
C -1.472 -0.129 -1.448
O -0.530 -0.642 -2.145
H -0.324 0.164 0.301
H -1.003 1.724 -0.296
H -1.853 0.545 0.760
H -2.494 0.010 -1.961
O 3.165 -2.298 -4.587
H 3.891 -1.751 -4.325
H 2.721 -1.856 -5.333
O 0.034 1.007 6.370
H -0.835 0.628 6.204
H -0.109 1.938 6.577